#i
The following is a quantum chemistry calculation of C7H8 in the gas phase, from OMol25.

Output
- Net charge: 0
- Kohn-Sham gap: 9.63 eV

XYZ file:
```
15
C7H8 wB97M-V/def2-TZVPD
C -1.174 -0.796 -1.447
C -1.041 -2.099 -1.430
C -0.588 0.291 -0.926
C -0.320 1.547 -0.662
C 0.009 -1.402 -0.454
C 0.784 1.988 0.242
C -0.197 -1.627 1.017
H -0.940 2.311 -1.116
H 1.031 -1.443 -0.810
H 1.539 1.210 0.340
H 0.394 2.219 1.235
H 1.254 2.889 -0.149
H -1.224 -1.403 1.299
H 0.477 -1.011 1.610
H -0.004 -2.674 1.250
```

Atomic partial charges in e from the Mulliken method, atoms 1 to 4: 0.1084 -0.9455 0.0663 0.0374

#ii
The following is a quantum chemistry calculation of C7H8 in the gas phase, from OMol25.

Output
- Net charge: 0
- Structure (SMILES): C[C@@]12C=CC1=CC2
- Kohn-Sham gap: 9.46 eV

XYZ file:
```
15
C7H8 wB97M-V/def2-TZVPD
C 1.539 0.003 1.455
C 0.970 -0.931 0.710
C -1.047 1.272 0.884
C 0.251 1.089 0.611
C -1.460 0.063 0.071
C 0.053 -0.161 -0.229
C 0.415 -0.222 -1.701
H 2.213 0.140 2.266
H 1.151 -1.996 0.706
H -1.618 1.948 1.493
H -1.863 -0.692 0.750
H -2.108 0.174 -0.796
H 0.315 0.769 -2.142
H -0.250 -0.900 -2.230
H 1.439 -0.557 -1.848
```

Atomic partial charges in e from the Mulliken method, atoms 1 to 4: -0.4351 -0.8914 -0.3997 -0.6020

Least stable = #i

#i
The following is a quantum chemistry calculation of C7H8 in the gas phase, from OMol25.

Output
- Net charge: 0
- Kohn-Sham gap (alpha / beta): 6.98 / 6.52 eV

XYZ file:
```
15
C7H8 wB97M-V/def2-TZVPD
C -0.804 -0.767 0.457
C 1.101 0.731 -0.799
C -2.098 -0.314 0.813
C 2.422 0.587 -0.946
C -0.337 -2.003 0.952
C -0.106 1.604 -0.723
C -0.061 0.196 -0.280
H -2.257 0.767 0.592
H -2.618 -0.873 1.526
H 2.705 -0.493 -1.016
H 3.098 1.297 -1.339
H -0.975 -2.577 1.507
H 0.772 -2.355 0.845
H -0.358 2.176 0.053
H -0.485 2.024 -1.643
```

Atomic partial charges in e from the Mulliken method, atoms 1 to 4: 1.0891 0.3825 -1.0701 -0.9733

#ii
The following is a quantum chemistry calculation of C7H8 in the gas phase, from OMol25.

Output
- Net charge: 0
- Kohn-Sham gap (alpha / beta): 8.48 / 8.42 eV

XYZ file:
```
15
C7H8 wB97M-V/def2-TZVPD
C -1.113 -0.654 -1.037
C -0.289 -0.048 0.126
C -1.181 0.056 1.385
C 1.028 -0.849 0.320
C 2.078 -0.233 -0.100
C 0.376 1.277 -0.327
C 1.652 1.206 -0.480
H -0.492 -0.743 -1.933
H -1.982 -0.029 -1.282
H -1.485 -1.654 -0.776
H -1.565 -0.932 1.676
H -0.621 0.462 2.230
H -2.050 0.706 1.208
H 3.139 -0.333 -0.213
H 2.506 1.769 -0.799
```

Atomic partial charges in e from the Mulliken method, atoms 1 to 4: -1.4132 2.0562 -1.5145 -0.8760

Least stable = #i